Entry 1:
The following is a DFT calculation (ωB97M-V/def2-TZVPD) of C4H13NO2 as an isolated structure.

Properties
gap between HOMO and LUMO: 3.29 eV
total charge: 0
M: 107.15 g/mol
energy above the lowest of the compared OMol25 structures with the same formula, charge and spin: 746.23 kJ/mol
electronic energy: -365.15826 hartree

Geometry (Å):
N -1.96488 0.85094 0.83603
C -1.81537 -0.19802 -1.63192
C -0.38139 -0.40324 -1.15501
C -0.07164 -0.83145 0.26772
C -1.08863 -0.21171 1.35633
H -2.19336 0.42194 -0.19930
H -1.83539 0.65268 -2.29683
H -2.34664 -1.10158 -1.92264
H 0.11428 0.46721 -1.49229
H -0.00684 -1.21555 -1.81515
H 0.91394 -0.55690 0.57663
H -0.04701 -1.91654 0.17318
H -0.44641 0.22817 2.14698
H -1.56637 -0.92478 2.03200
H 2.73439 2.10107 1.35528
H -1.17863 1.39139 0.44956
O 2.06891 1.38616 1.26766
H 3.68658 -0.34571 -0.53487
H 2.61604 0.57148 0.62322
O 2.80844 -0.36557 -0.03659

Forces on the atoms, in the same order (eV/Å):
N 1.9 -1.8 -1.6
C 3.6 -0.9 0.3
C -1.5 0.4 -0.9
C -1.1 -0.5 0.7
C 0.4 -0.5 0.8
H -1.1 0.1 0.4
H -1.0 0.3 0.1
H -0.9 0.3 0.8
H 1.0 1.0 0.3
H -0.2 -0.1 0.2
H 0.8 0.4 -0.5
H -0.4 -0.2 1.1
H 0.4 0.7 -0.9
H -0.8 -0.4 -1.0
H -0.8 -0.6 0.1
H -0.4 1.2 0.3
O 0.2 1.5 0.6
H -1.9 0.0 1.2
H -0.4 0.1 0.0
O 2.3 -1.1 -2.1

Here are the Löwdin charges for atoms 1 to 2, given in e: 0.09, 0.19

=====

Entry 2:
The following is a DFT calculation (ωB97M-V/def2-TZVPD) of C61H67AlN5O3P2S as an isolated structure.

Properties
gap between HOMO and LUMO: 7.36 eV
total charge: +1
M: 1039.24 g/mol
electronic energy: -4187.46123 hartree

Geometry (Å):
Al -0.44278 0.61668 -1.20819
C -4.30955 -1.93074 4.59485
C -2.80903 -1.94307 4.25996
C -2.00945 -2.62460 5.38644
C -2.59528 -2.72798 2.98025
C -2.95270 -4.06817 2.89151
C -2.72057 -4.80470 1.74286
C -2.12111 -4.21328 0.64884
C -1.77923 -2.86873 0.70071
P -1.05810 -2.02991 -0.76415
C 0.10791 -3.40719 -1.13709
C 0.90852 -3.80070 -0.06487
C 1.80955 -4.83781 -0.19529
C 1.93751 -5.49679 -1.40703
C 1.15131 -5.10814 -2.47817
C 0.24320 -4.06901 -2.34838
C -2.51892 -2.26124 -1.84989
C -2.41658 -2.31900 -3.23558
C -3.54772 -2.50390 -4.01076
C -4.79654 -2.58728 -3.42114
C -4.91604 -2.45681 -2.04872
C -3.78662 -2.28807 -1.27285
C -2.02557 -2.13458 1.85622
O -1.66680 -0.82491 1.77621
C -1.76925 -0.05920 2.89417
C -1.25878 1.22992 2.76334
C -1.18921 2.04579 3.88627
C -1.73882 1.61830 5.08073
C -2.31427 0.36359 5.17272
C -2.29904 -0.51918 4.09937
P -0.67516 1.80830 1.11644
C 0.93524 2.39061 1.78674
C 1.66010 1.29623 2.25631
C 2.87399 1.46770 2.88480
C 3.39566 2.74370 3.02678
C 2.68733 3.83226 2.54828
C 1.45627 3.66643 1.92954
C -1.98037 3.08324 0.79339
C -2.32692 3.32570 -0.53665
C -3.42927 4.08848 -0.86047
C -4.21427 4.64932 0.13526
C -3.86702 4.44792 1.45859
C -2.76683 3.66877 1.78199
H -4.68408 -2.94420 4.71742
H -4.86612 -1.45307 3.79093
H -4.49632 -1.38287 5.51379
H -2.33677 -3.65109 5.52658
H -2.13409 -2.09546 6.32642
H -0.94884 -2.63156 5.14014
H -3.42278 -4.55326 3.73262
H -3.00291 -5.84372 1.70333
H -1.92219 -4.78558 -0.24508
H 0.81667 -3.28882 0.88058
H 2.41110 -5.13436 0.65089
H 2.63948 -6.31092 -1.51149
H 1.24144 -5.61745 -3.42652
H -0.36800 -3.81129 -3.19809
H -1.45715 -2.21574 -3.71973
H -3.44888 -2.57911 -5.08293
H -5.67607 -2.75075 -4.02223
H -5.88799 -2.50015 -1.58223
H -3.89890 -2.17631 -0.20681
H -0.69581 3.00502 3.82999
H -1.70961 2.26016 5.94678
H -2.75493 0.05794 6.10953
H 1.25155 0.30524 2.10508
H 3.40608 0.61031 3.26744
H 4.34882 2.89221 3.51190
H 3.09046 4.82658 2.66221
H 0.92503 4.53499 1.57435
H -1.72987 2.90805 -1.34381
H -3.68287 4.22410 -1.90264
H -5.09139 5.22415 -0.12028
H -4.46860 4.87316 2.24859
H -2.54242 3.50420 2.82154
C 6.55294 -1.43864 2.01687
N 5.47751 -1.98298 1.21364
C 5.62693 -1.71078 -0.19797
C 4.21391 -2.07598 1.71994
S 2.91673 -1.48891 0.86184
N 4.04516 -2.68818 2.91415
C 5.01807 -3.58726 3.48811
C 2.75613 -2.71105 3.55894
H 6.72509 -0.39540 1.73620
H 7.47518 -1.99839 1.85672
H 6.30030 -1.46363 3.07039
H 6.59631 -2.09191 -0.51685
H 5.56473 -0.64140 -0.42053
H 4.83997 -2.22138 -0.74732
H 5.83196 -3.75791 2.79151
H 4.53798 -4.54487 3.70015
H 5.41942 -3.19363 4.42553
H 2.12229 -1.94743 3.11604
H 2.87130 -2.50796 4.62500
H 2.26422 -3.68025 3.43191
C -3.56075 0.95591 -6.04771
N -3.33255 0.84732 -4.62142
C -4.32247 0.96207 -3.72490
C -4.08965 0.86368 -2.38782
C -2.74759 0.67271 -1.98694
O -2.32206 0.60697 -0.79040
N -1.76346 0.58265 -2.88778
C -1.99913 0.58290 -4.22800
O -1.16954 0.36396 -5.07599
H -4.52309 1.42190 -6.24531
H -3.52194 -0.03134 -6.51215
H -2.76732 1.56131 -6.48802
H -5.31650 1.13966 -4.11444
H -4.86839 0.94406 -1.65426
C 3.69850 5.32997 -3.67343
C 2.61006 4.77234 -2.80716
C 1.82236 5.60952 -2.03757
C 0.84652 5.06464 -1.21450
C -0.08084 5.96434 -0.44475
C 0.71342 3.68899 -1.16947
C 1.40743 2.80812 -2.00398
C 2.38259 3.40165 -2.81344
N 1.05879 1.44647 -1.97988
C 1.93440 0.50270 -2.70917
C 1.39256 -0.88538 -2.40014
C 3.37766 0.55697 -2.19225
C 1.85287 0.64968 -4.23681
H 3.65332 6.41460 -3.70653
H 3.61238 4.94591 -4.68732
H 4.67362 5.03880 -3.28531
H 1.97056 6.67830 -2.06735
H 0.44673 6.83230 -0.05455
H -0.56841 5.44389 0.37711
H -0.86939 6.32386 -1.10913
H 0.03280 3.24980 -0.45748
H 2.99641 2.83517 -3.48920
H 1.49675 -1.09492 -1.33048
H 1.91268 -1.65525 -2.96226
H 0.33179 -0.90486 -2.69097
H 3.37692 0.37604 -1.12042
H 3.85794 1.51009 -2.36956
H 3.96278 -0.21153 -2.68964
H 0.85485 0.38890 -4.57312
H 2.55680 -0.03522 -4.70189
H 2.06461 1.64990 -4.59007

Forces on the atoms, in the same order (eV/Å):
Al -0.3 0.0 -0.3
C 0.2 0.1 -0.1
C 0.0 -0.1 0.1
C -0.1 0.1 -0.1
C 0.1 0.4 0.0
C 0.1 0.1 -0.1
C 0.0 -0.1 0.0
C 0.0 0.2 0.1
C 0.1 0.7 0.3
P -0.2 -0.9 0.1
C 0.1 0.3 -0.1
C -0.2 0.1 0.0
C 0.0 -0.1 0.0
C 0.0 0.0 0.0
C 0.1 -0.1 -0.1
C -0.1 0.0 -0.1
C 0.1 0.1 -0.1
C 0.0 -0.1 0.1
C 0.0 0.0 -0.2
C -0.1 0.0 0.0
C 0.0 -0.1 -0.1
C 0.0 0.0 0.1
C -0.1 -0.8 -0.3
O -0.1 -0.1 0.1
C 0.0 0.6 0.6
C -0.2 -0.6 -0.4
C 0.0 -0.2 -0.1
C 0.0 0.1 0.1
C 0.1 0.0 -0.2
C 0.0 -0.2 -0.2
P 0.3 0.6 1.0
C 0.0 0.0 -0.2
C -0.2 0.2 -0.2
C 0.1 0.0 0.0
C 0.0 0.0 0.0
C 0.0 0.1 0.0
C -0.1 0.0 0.0
C 0.2 0.0 -0.2
C 0.0 0.0 0.0
C 0.0 0.0 -0.2
C 0.1 -0.1 0.0
C -0.1 0.0 0.0
C 0.2 -0.1 0.1
H 0.0 -0.1 0.0
H -0.1 0.0 0.0
H 0.0 0.1 0.1
H 0.0 -0.1 0.0
H 0.0 0.0 0.1
H 0.1 0.0 0.0
H 0.0 0.0 0.1
H 0.0 -0.1 0.0
H 0.0 -0.1 -0.1
H 0.0 0.0 0.1
H 0.1 0.0 0.1
H 0.0 -0.1 0.0
H 0.0 0.0 -0.1
H 0.0 0.0 0.0
H 0.1 0.0 -0.1
H 0.0 0.0 -0.1
H -0.1 0.0 -0.1
H -0.1 0.0 0.1
H 0.0 0.0 0.1
H 0.0 0.1 0.0
H 0.0 0.1 0.1
H 0.0 -0.1 0.1
H 0.1 -0.1 0.2
H 0.1 -0.1 0.0
H 0.1 0.0 0.0
H 0.0 0.1 0.0
H -0.1 0.0 0.0
H -0.2 0.3 0.1
H 0.0 0.1 0.0
H -0.1 0.1 0.0
H 0.0 0.0 0.1
H -0.1 0.0 0.0
C 0.2 0.0 0.2
N -0.1 -0.3 0.1
C 0.0 0.0 -0.3
C -0.3 -0.1 0.0
S -0.3 0.3 -0.3
N 0.2 0.2 -0.1
C 0.2 -0.2 0.1
C -0.3 0.2 0.2
H 0.0 0.0 0.0
H 0.0 0.0 0.0
H 0.0 0.0 0.1
H 0.1 0.0 0.0
H 0.0 0.0 0.0
H 0.1 0.0 -0.1
H 0.0 0.0 0.0
H 0.0 0.0 0.0
H 0.0 0.0 0.0
H 0.0 0.0 0.1
H 0.1 -0.1 0.0
H 0.0 0.0 0.0
C 0.1 0.0 -0.5
N 0.4 0.2 0.1
C 0.0 0.0 0.7
C -0.1 0.0 0.0
C -0.7 0.1 -1.1
O 0.2 -0.1 0.5
N 0.4 0.1 0.7
C -0.4 0.1 -0.1
O 0.2 -0.1 -0.3
H 0.0 0.0 0.1
H 0.0 0.1 0.0
H -0.1 -0.1 0.0
H 0.0 0.0 -0.1
H -0.2 0.0 0.1
C 0.0 0.0 0.0
C -0.2 0.1 0.0
C 0.0 -0.1 0.0
C 0.0 -0.1 0.1
C 0.0 -0.1 0.0
C -0.1 -0.1 -0.1
C -0.2 0.1 0.2
C 0.1 -0.1 -0.1
N -0.1 -0.3 0.4
C 0.3 -0.1 -0.3
C 0.2 0.5 0.1
C -0.2 0.0 0.0
C -0.1 0.0 0.2
H 0.0 0.1 0.0
H 0.1 0.0 -0.1
H 0.1 0.0 0.0
H 0.0 0.2 0.0
H 0.0 0.1 0.0
H -0.1 0.0 0.0
H 0.0 0.1 0.0
H 0.1 0.3 -0.2
H 0.0 -0.1 0.0
H 0.1 -0.1 -0.1
H 0.0 -0.1 0.0
H 0.1 -0.3 -0.3
H 0.1 -0.1 0.1
H 0.1 0.1 0.0
H 0.1 -0.2 0.0
H 0.0 0.0 -0.1
H 0.2 -0.1 -0.1
H 0.0 0.1 -0.1

Here are the Löwdin charges for atoms 1 to 2, given in e: 0.32, -0.01

=====

Entry 3:
The following is a DFT calculation (ωB97M-V/def2-TZVPD) of one molecule with the formula C3H4O2S.

Properties
gap between HOMO and LUMO: 10.45 eV
total charge: 0
M: 104.13 g/mol
structure (SMILES): C[C@@]1(S)OC1=O
energy above the lowest of the compared OMol25 structures with the same formula, charge and spin: 158.99 kJ/mol
electronic energy: -665.32508 hartree

Geometry (Å):
C -1.15695 -0.29652 0.10251
C 0.17738 0.21738 -0.21591
S 0.90823 -0.74441 -1.53032
O 0.25385 1.70635 -0.30809
C 0.97460 1.04045 0.61532
O 1.71361 1.20913 1.54074
H -1.72073 -0.41021 -0.79437
H -1.66596 0.28728 0.83434
H -0.96688 -1.37826 0.44848
H 1.48286 -1.63119 -0.69270

Forces on the atoms, in the same order (eV/Å):
C 0.4 -2.4 1.1
C -0.3 -0.7 -0.8
S 0.7 -0.1 -0.5
O 0.9 0.3 0.2
C 0.6 0.4 1.5
O -0.7 0.2 -1.2
H -0.6 0.2 -0.7
H -0.4 0.3 0.6
H -0.6 1.6 -0.1
H 0.0 0.2 -0.1

Here are the Löwdin charges for atoms 1 to 2, given in e: -0.08, -0.74